Record 1
{
  "formula": "C16H15N9",
  "method": "ωB97M-V/def2-TZVPD",
  "species": ["C", "C", "C", "C", "C", "N", "C", "N", "C", "N", "C", "C", "N", "C", "C", "N", "C", "C", "N", "C", "C", "C", "N", "N", "N", "H", "H", "H", "H", "H", "H", "H", "H", "H", "H", "H", "H", "H", "H", "H"],
  "positions_angstrom": [[-0.23655, 3.85157, 4.37925], [0.24531, 2.96660, 3.38000], [1.57598, 3.14624, 2.90457], [1.79406, 2.22602, 1.94685], [3.07046, 2.01493, 1.24327], [0.69943, 1.46666, 1.90363], [0.47113, 0.51298, 0.87806], [-0.46230, -0.47994, 1.10998], [-0.84361, -1.12890, 0.12573], [-1.85875, -1.95738, 0.55151], [-2.46766, -2.97216, -0.15460], [-2.01886, -3.67822, -1.40904], [-2.81724, -4.55306, -1.94136], [-4.04085, -4.86240, -1.42271], [-4.39356, -4.26037, -0.18645], [-3.64838, -3.28038, 0.44056], [-0.32809, -0.95382, -1.15411], [0.75645, -0.11494, -1.26585], [1.37290, 0.15862, -2.53049], [2.04847, 1.28150, -2.87450], [2.53747, 0.99680, -4.11047], [2.06276, -0.30294, -4.59414], [1.28042, -0.72734, -3.61963], [1.03886, 0.67082, -0.30748], [-0.29394, 1.88842, 2.76576], [0.03101, 3.45461, 5.38403], [-1.32549, 3.90083, 4.38178], [0.22079, 4.86864, 4.37876], [2.22897, 3.94962, 3.22953], [2.98822, 2.24068, 0.14500], [3.92424, 2.45830, 1.66048], [3.26021, 0.95714, 1.32179], [-2.30727, -1.70743, 1.44057], [-1.08384, -3.49030, -1.85592], [-4.62424, -5.64777, -1.92320], [-5.28917, -4.72890, 0.35927], [-0.93313, -1.33989, -1.95156], [2.13485, 2.14550, -2.22395], [3.03859, 1.67925, -4.77209], [2.19233, -0.64957, -5.63282]],
  "atomic_forces_ev_per_a": [[-1.57, 0.99, 2.89], [2.27, -2.43, -3.00], [-0.43, 1.15, 0.55], [1.65, 1.35, 0.74], [-0.98, -1.33, -2.26], [-0.99, -1.34, -1.13], [-2.52, -1.56, -0.12], [4.45, 5.93, 4.79], [-1.53, -2.24, -2.14], [-0.29, -1.15, -1.62], [-1.55, -0.77, -0.73], [-2.17, 1.27, 3.24], [-0.95, -0.68, -0.70], [1.27, 1.21, 1.69], [-0.16, -0.94, 0.00], [0.04, -2.09, -2.07], [-0.82, -1.12, -0.76], [-2.17, -1.14, -3.14], [-0.80, -1.36, -1.00], [0.72, -0.69, -0.44], [0.50, 0.34, -2.14], [-0.42, 3.44, 2.57], [-0.14, -1.42, 1.26], [2.15, 2.46, 3.36], [0.18, 1.26, 0.64], [-0.17, 0.11, -0.44], [-0.03, 0.32, 0.01], [-0.44, -0.79, -0.49], [0.04, -0.30, -0.16], [0.22, -0.14, 1.12], [0.74, 1.17, 0.80], [0.30, -0.62, -0.36], [0.43, -0.17, -0.67], [0.99, 0.15, -0.37], [0.25, 0.56, 0.34], [1.28, 1.35, -0.71], [0.63, -0.27, -0.62], [0.03, -0.36, -0.19], [0.36, 0.25, 0.18], [-0.37, -0.41, 1.10]],
  "nbo_charge": [-0.651, 0.158, -0.323, 0.190, -0.636, -0.214, 0.604, -0.466, 0.408, -0.574, 0.360, -0.035, -0.369, -0.081, 0.019, -0.455, -0.356, 0.439, -0.212, -0.031, -0.325, -0.025, -0.256, -0.517, -0.256, 0.233, 0.234, 0.230, 0.217, 0.233, 0.228, 0.224, 0.444, 0.207, 0.212, 0.204, 0.247, 0.244, 0.217, 0.231],
  "smiles": "Cc1cc(C)n(-c2nc(Nc3cnccn3)cc(-n3cccn3)n2)n1",
  "largest_force_ev_per_a": 8.8,
  "e_above_lowest_kj_mol": 176.95,
  "gap_ev": 8.610,
  "lumo_energy_ev": 0.0656,
  "e_tot_ha": -1111.4313
}

---

Record 2
{
  "formula": "C16H16AsI2N3OReS4",
  "method": "ωB97M-V/def2-TZVPD",
  "species": ["Re", "I", "C", "C", "C", "I", "C", "O", "C", "C", "N", "C", "C", "C", "C", "C", "C", "N", "C", "H", "H", "H", "H", "H", "H", "H", "H", "H", "H", "H", "S", "As", "S", "S", "S", "C", "C", "C", "N", "H", "H", "H", "H", "H"],
  "positions_angstrom": [[-0.59620, 0.04598, -0.84451], [-0.71461, 6.04073, 3.95909], [-0.65418, 4.62452, 2.48292], [-0.36015, 5.00259, 1.16585], [-0.31839, 4.05853, 0.15889], [0.12457, 4.56226, -1.79040], [-0.58965, 2.72105, 0.50723], [-0.55379, 1.78662, -0.44058], [-0.89776, 2.31103, 1.82533], [-1.27323, 0.88266, 2.11527], [-0.43375, -0.11552, 1.36671], [0.99545, -0.07821, 1.80520], [1.97398, -0.24621, 0.66990], [3.32175, -0.39921, 0.94182], [4.22235, -0.49957, -0.10596], [3.74715, -0.44457, -1.41064], [2.39608, -0.29250, -1.61521], [1.51241, -0.19295, -0.59863], [-0.91450, 3.27293, 2.80439], [-0.16240, 6.04173, 0.93908], [-1.18173, 0.68905, 3.18541], [-2.31144, 0.69784, 1.83052], [-0.81046, -1.02218, 1.62958], [1.18166, 0.88663, 2.28131], [1.16750, -0.84117, 2.56566], [3.66134, -0.43540, 1.96858], [5.27963, -0.61811, 0.09084], [4.41335, -0.51784, -2.25834], [1.99113, -0.24617, -2.61644], [-1.14902, 3.00782, 3.82766], [-3.98442, 1.24022, -4.49521], [-2.79469, 0.07391, -3.16197], [-0.58205, 0.07761, -3.10447], [-2.95839, -0.11955, -1.00916], [-3.94920, -0.94837, -4.64446], [-1.43603, -5.19525, -1.77756], [-0.63105, -4.63485, -0.59345], [-0.60024, -3.18474, -0.60413], [-0.59400, -2.03497, -0.63699], [-1.41999, -6.28036, -1.70884], [-0.99083, -4.90696, -2.72735], [-2.47215, -4.86603, -1.73858], [0.40924, -4.97266, -0.60597], [-1.06325, -4.93038, 0.36763]],
  "atomic_forces_ev_per_a": [[-0.30, 0.68, 0.03], [0.00, 0.04, 0.04], [0.01, -0.15, -0.14], [-0.01, 0.03, 0.10], [-0.07, -0.18, 0.20], [0.01, -0.01, -0.04], [-0.04, 0.19, 0.23], [0.09, -0.43, -0.21], [0.04, 0.14, -0.16], [0.02, 0.02, -0.03], [0.03, -0.05, 0.09], [0.00, 0.01, -0.01], [0.02, -0.01, 0.09], [-0.07, 0.00, 0.00], [-0.01, 0.00, -0.02], [-0.04, 0.01, -0.01], [0.07, -0.01, -0.08], [0.04, -0.08, 0.04], [0.02, 0.11, -0.04], [0.00, 0.00, 0.00], [0.00, 0.02, -0.01], [0.00, 0.01, 0.02], [0.00, -0.01, -0.02], [0.00, 0.00, -0.02], [0.01, 0.01, -0.01], [0.00, 0.00, 0.01], [0.01, -0.01, 0.00], [0.00, 0.01, -0.01], [0.02, 0.00, -0.01], [0.00, -0.01, 0.00], [-0.03, -0.05, -0.04], [-0.15, -0.11, -0.21], [0.15, -0.04, 0.10], [0.21, -0.04, 0.17], [-0.03, 0.10, -0.02], [-0.02, -0.04, -0.02], [0.04, 0.05, 0.07], [0.00, 0.07, -0.01], [0.02, -0.21, -0.06], [0.00, 0.00, 0.00], [0.00, 0.00, -0.01], [-0.01, 0.00, -0.01], [-0.02, -0.03, 0.00], [0.01, -0.03, -0.01]],
  "nbo_charge": [1.056, 0.418, -0.108, -0.265, -0.137, 0.333, 0.181, -0.422, -0.060, -0.241, -0.607, -0.287, 0.226, -0.217, -0.063, -0.216, 0.087, -0.520, -0.209, 0.272, 0.248, 0.248, 0.426, 0.257, 0.258, 0.262, 0.270, 0.274, 0.222, 0.257, 0.032, 0.901, -0.036, -0.194, 0.011, -0.591, -0.546, 0.662, -0.514, 0.271, 0.231, 0.232, 0.298, 0.299],
  "largest_force_ev_per_a": 0.7,
  "total_charge": 3,
  "gap_ev": [4.590, 4.585],
  "lumo_energy_ev": [-11.6621, -11.6655],
  "e_tot_ha": -5360.0703
}